The following is a quantum chemistry calculation of 9 unconnected molecules or ions with the total composition C27H39F5O27, from the Open Molecules 2025 dataset.

- ΔE to the lowest compared entry with this formula, charge and spin: 207.5 kJ/mol
- DFT total energy: -3583.067522 Ha
- SMILES string: O=C1OC[C@@H](F)O1.O=C1OC[C@@H](F)O1.O=C1OC[C@@H](F)O1.O=C1OC[C@@H](F)O1.O=C1OC[C@@H](F)O1.COC(=O)OC.COC(=O)OC.COC(=O)OC.COC(=O)OC
- LUMO: 0.018 eV

```
! wB97M-V def2-TZVPD RIJCOSX def2/J DEFGRID3
* xyz 0 1
O 5.0514 1.5219 7.6046
C 3.9848 1.2426 7.1973
O 2.8658 1.7102 7.8249
C 1.6945 1.2427 7.1865
C 2.2772 0.1285 6.3236
F 1.5937 0.0891 5.1348
O 3.6098 0.5147 6.0813
H 0.9119 0.7848 7.7915
H 1.2614 2.0538 6.6022
H 2.2696 -0.8826 6.7322
O 1.1482 5.6314 2.7608
C 0.9239 5.4831 1.6018
O 0.1604 6.2614 0.8513
C 0.3761 6.0230 -0.5211
C 0.7367 4.4961 -0.4094
F 1.7039 4.1134 -1.2643
O 1.2197 4.3436 0.9381
H -0.5149 6.1198 -1.1313
H 1.2350 6.5879 -0.8840
H -0.2035 3.9579 -0.5444
O -3.8746 3.1877 1.8721
C -3.2897 2.7667 2.8143
O -3.8494 2.0668 3.7834
C -2.9408 1.5523 4.7273
C -1.6042 2.0303 4.1175
F -1.0630 0.9109 3.5074
O -1.9353 2.8401 3.0092
H -3.1776 1.9887 5.7003
H -3.0124 0.4694 4.8257
H -0.9240 2.4845 4.8324
O 5.1807 3.4241 4.0606
C 4.8157 3.6673 2.9580
O 4.1763 2.8364 2.1191
C 4.2981 3.3428 0.7968
C 4.7983 4.7747 1.0147
F 3.8628 5.6502 0.5506
O 4.8672 4.9089 2.4233
H 5.0083 2.8636 0.1187
H 3.3116 3.2615 0.3532
H 5.7800 4.9689 0.5845
O -1.0417 -4.3036 -4.3083
C -1.8168 -3.8611 -3.5268
O -3.1627 -3.9958 -3.5849
C -3.7309 -3.0888 -2.6013
C -2.6031 -3.0035 -1.6381
F -2.6177 -4.0809 -0.7857
O -1.4873 -3.0904 -2.4603
H -3.9943 -2.2074 -3.1858
H -4.6486 -3.4281 -2.1243
H -2.5463 -2.1060 -1.0317
C -0.6812 -2.4665 -7.1977
O -1.2722 -1.2815 -6.6317
C -0.6940 -0.6803 -5.6263
O 0.1862 -1.0906 -4.9115
O -1.2806 0.5110 -5.4840
C -0.9108 1.3352 -4.3923
H 0.3835 -2.3082 -7.3704
H -1.2884 -2.6996 -8.0616
H -0.6807 -3.2793 -6.4679
H 0.1435 1.6176 -4.4453
H -1.0098 0.8049 -3.4434
H -1.5553 2.2034 -4.4803
C -2.5832 -1.6691 2.0582
O -3.9951 -1.7629 2.1935
C -4.5337 -1.6908 3.4004
O -3.9357 -1.6963 4.4492
O -5.8402 -1.5084 3.2692
C -6.6762 -1.2797 4.4076
H -2.5249 -1.6105 0.9811
H -2.0774 -2.5492 2.4591
H -2.0638 -0.8170 2.4981
H -7.5720 -1.8987 4.4646
H -7.0633 -0.3045 4.0967
H -6.2076 -1.2835 5.3868
C 2.6681 -3.3589 -4.6161
O 2.9880 -3.6590 -5.9685
C 2.6509 -4.8008 -6.6068
O 2.9229 -5.0322 -7.7441
O 2.0608 -5.6232 -5.7465
C 1.4895 -6.8437 -6.1960
H 3.1548 -3.9654 -3.8514
H 1.5911 -3.4693 -4.4729
H 2.9460 -2.3094 -4.5626
H 0.9937 -6.7970 -7.1674
H 0.6751 -7.0706 -5.5120
H 2.2292 -7.6387 -6.2481
C 1.3672 0.9752 1.6606
O 0.5107 -0.1609 1.3925
C 0.3768 -0.7504 0.2158
O -0.5014 -1.5233 -0.0116
O 1.2469 -0.2621 -0.6944
C 1.1568 -0.8584 -1.9729
H 1.4387 1.1460 2.7296
H 0.9441 1.8134 1.1182
H 2.3738 0.6902 1.3582
H 2.0653 -1.3690 -2.3026
H 0.8024 -0.2527 -2.8010
H 0.4969 -1.7286 -1.9502
*
```